C4H10N2O | the ωB97M-V functional and the def2-TZVPD basis

Output
energy above the lowest of the compared OMol25 structures with the same formula, charge and spin: 58.2 kcal/mol
orbital gap (alpha / beta): 11.07 / 5.00 eV
total charge: +1
E: -342.775737 hartree
2S+1: 2
max |F|: 0.0742 Eh/bohr
E_LUMO (alpha / beta): -3.221 / -8.959 eV

```
17
Properties=species:S:1:pos:R:3:lowdin_charge:R:1
N -0.429 0.165 1.722 0.13
C -0.266 0.046 0.263 -0.30
C 0.924 -0.838 -0.111 -0.11
C 0.656 -2.303 -0.194 -0.24
O 0.839 -3.127 0.653 0.13
C 0.010 1.410 -0.522 -0.16
N -1.095 2.082 -1.105 0.19
H 0.455 0.180 2.121 0.06
H -0.824 -0.748 2.089 0.15
H -1.237 -0.327 -0.203 0.17
H 1.258 -0.470 -1.056 0.10
H 1.620 -0.667 0.684 0.13
H 0.311 -2.663 -1.222 0.16
H 0.816 1.239 -1.303 0.15
H 0.468 1.992 0.272 0.14
H -1.730 2.282 -0.308 0.15
H -1.777 1.747 -1.780 0.14
```

***

C2H7O | the ωB97M-V functional and the def2-TZVPD basis

Output
energy above the lowest of the compared OMol25 structures with the same formula, charge and spin: 0.0 kcal/mol
orbital gap (alpha / beta): 9.32 / 11.65 eV
E: -155.547971 hartree
2S+1: 2
max |F|: 0.0387 Eh/bohr
E_LUMO (alpha / beta): 0.855 / 0.115 eV

```
10
Properties=species:S:1:pos:R:3:lowdin_charge:R:1
H 2.032 1.204 -0.001 0.05
C -0.632 -1.070 0.000 -0.04
C -1.705 -0.027 0.000 -0.19
H -0.127 -1.284 -0.949 0.04
H -0.127 -1.283 0.949 0.04
H -2.760 -0.181 0.000 0.06
H -1.480 0.613 0.835 0.05
H -1.480 0.613 -0.835 0.05
O 3.033 1.185 -0.001 -0.09
H 3.245 0.230 0.001 0.04
```

***

C4H12IN2 | the ωB97M-V functional and the def2-TZVPD basis

Output
energy above the lowest of the compared OMol25 structures with the same formula, charge and spin: 54.1 kcal/mol
orbital gap: 10.12 eV
total charge: +1
E: -566.480963 hartree
max |F|: 0.1140 Eh/bohr
E_LUMO: -2.915 eV

```
19
Properties=species:S:1:pos:R:3:lowdin_charge:R:1
C 1.601 -0.351 1.689 -0.24
C -0.728 -1.093 -0.286 -0.17
C -0.686 0.349 0.254 -0.27
C 1.134 0.813 0.915 -0.65
N -0.892 -0.847 -1.768 0.05
N -1.064 1.337 -0.808 0.01
I 2.034 0.916 -0.983 1.00
H 0.865 -0.773 2.476 0.12
H 1.964 -1.141 1.171 0.01
H 2.384 -0.002 2.457 0.12
H -1.544 -1.543 0.315 0.14
H 0.219 -1.671 -0.114 0.12
H -1.333 0.444 1.150 0.13
H 1.190 1.862 1.402 0.10
H -1.693 -1.376 -2.333 0.21
H -0.061 -1.114 -2.261 0.09
H -1.943 1.829 -0.753 0.13
H -1.098 0.321 -1.600 0.04
H -0.347 2.040 -0.924 0.04
```

***

C21H43BO2P2Ru | the ωB97M-V functional and the def2-TZVPD basis

Output
energy above the lowest of the compared OMol25 structures with the same formula, charge and spin: 0.0 kcal/mol
orbital gap (alpha / beta): 7.46 / 7.87 eV
total charge: +2
E: -1778.212158 hartree
2S+1: 5
max |F|: 0.0798 Eh/bohr
E_LUMO (alpha / beta): -5.695 / -6.329 eV

```
70
Properties=species:S:1:pos:R:3:lowdin_charge:R:1
P -1.160 3.439 0.413 0.93
P 2.636 2.518 -0.155 0.98
C 0.460 4.245 0.765 -0.29
C 1.614 4.063 -0.250 -0.29
H 0.785 4.011 1.797 0.09
H 0.214 5.323 0.763 0.11
H 1.265 4.189 -1.292 0.09
H 2.330 4.895 -0.079 0.12
C 3.798 2.937 1.213 -0.16
H 4.368 2.046 1.509 0.08
H 3.202 3.280 2.075 0.06
H 4.503 3.730 0.918 0.07
C 3.765 2.699 -1.581 -0.15
H 4.505 3.473 -1.325 0.07
H 3.191 3.008 -2.468 0.07
H 4.288 1.752 -1.784 0.08
C -2.258 4.165 1.636 -0.16
H -3.250 3.700 1.561 0.08
H -2.340 5.241 1.426 0.08
H -1.852 4.019 2.646 0.08
C -1.651 4.091 -1.197 -0.15
H -0.845 3.999 -1.937 0.07
H -1.896 5.159 -1.092 0.09
H -2.545 3.587 -1.583 0.08
Ru -2.225 -0.558 -0.973 1.19
C 2.513 0.691 0.033 -0.35
C 2.119 0.416 1.418 -0.10
C 1.070 1.100 2.139 -0.19
C -0.394 0.779 1.730 -0.12
C -1.090 1.689 0.693 -0.42
C -0.932 1.226 -0.764 -0.42
C 0.369 1.128 -1.501 -0.26
C 1.449 0.137 -1.025 -0.13
C -3.935 -1.449 -0.329 -0.24
H 3.484 0.251 -0.235 0.14
H 2.620 -0.433 1.901 0.14
H 1.169 2.201 2.143 0.08
H 1.148 0.781 3.195 0.14
H -0.518 -0.265 1.404 0.11
H -1.009 0.859 2.645 0.13
H -2.165 1.498 0.913 0.12
H -1.680 1.723 -1.433 0.06
H 0.783 2.156 -1.630 0.06
H 0.071 0.804 -2.512 0.13
H 0.966 -0.786 -0.663 0.10
H 2.015 -0.144 -1.926 0.12
H -4.363 -2.021 -1.180 0.03
H -4.602 -0.603 -0.066 0.01
H -3.797 -2.115 0.549 0.02
C -0.404 -5.507 -1.949 0.00
C -1.183 -4.563 -1.050 -0.48
C -2.582 -5.144 -0.853 -0.01
O -1.298 -3.290 -1.707 0.06
B -1.380 -2.341 -0.665 -0.67
O -0.930 -2.839 0.574 0.05
C -0.486 -4.192 0.322 -0.48
C -0.883 -5.047 1.511 0.00
C 1.036 -4.176 0.209 -0.02
H -0.883 -5.590 -2.931 0.10
H -0.403 -6.514 -1.503 0.11
H 0.634 -5.198 -2.091 0.08
H -3.140 -5.101 -1.797 0.11
H -2.515 -6.205 -0.569 0.10
H -3.152 -4.612 -0.078 0.09
H -0.662 -6.107 1.327 0.11
H -0.287 -4.735 2.379 0.10
H -1.943 -4.943 1.763 0.09
H 1.391 -3.506 -0.587 0.09
H 1.455 -3.838 1.165 0.09
H 1.423 -5.188 0.022 0.10
```

***

C2HIN2O2 | the ωB97M-V functional and the def2-TZVPD basis

Output
energy above the lowest of the compared OMol25 structures with the same formula, charge and spin: 116.1 kcal/mol
orbital gap (alpha / beta): 7.97 / 7.97 eV
E: -634.238056 hartree
max |F|: 0.1163 Eh/bohr
E_LUMO (alpha / beta): -2.288 / -2.297 eV

```
8
Properties=species:S:1:pos:R:3:lowdin_charge:R:1
C -0.187 0.631 1.329 -0.38
C 0.183 0.171 0.072 -0.69
N -0.437 1.143 2.329 0.19
N -0.138 -1.073 -0.625 -0.54
O -0.871 -1.760 -0.042 0.14
O 0.463 -1.243 -1.627 0.00
I 2.026 0.940 -0.553 1.00
H -1.040 1.190 -0.882 0.28
```

***

C4H10ClN4O2 | the ωB97M-V functional and the def2-TZVPD basis

Output
energy above the lowest of the compared OMol25 structures with the same formula, charge and spin: 0.0 kcal/mol
orbital gap (alpha / beta): 6.79 / 6.78 eV
total charge: +1
E: -987.565423 hartree
max |F|: 0.1034 Eh/bohr
E_LUMO (alpha / beta): -6.259 / -6.263 eV

```
21
Properties=species:S:1:pos:R:3:lowdin_charge:R:1
C 2.649 0.240 -0.483 -0.51
C -2.640 0.469 -0.985 -0.08
C -2.703 -0.017 0.538 -0.22
C -1.428 0.184 1.373 -0.15
N 4.761 1.026 0.389 0.21
N 3.648 1.067 -0.011 0.08
N 1.975 -0.455 0.275 0.18
N -0.017 -0.880 -0.178 -0.34
O 2.362 0.346 -1.769 0.17
O -0.661 -0.936 0.971 -0.19
Cl 0.037 -2.470 -0.815 0.78
H -3.686 0.254 -1.384 0.11
H -2.405 1.499 -1.069 0.05
H -1.750 -0.097 -1.459 0.06
H -3.055 -1.085 0.417 0.13
H -3.536 0.517 0.976 0.11
H -0.934 1.192 1.373 0.16
H -1.803 -0.153 2.439 0.18
H 5.303 0.281 0.163 0.06
H 2.145 -0.671 1.268 0.15
H 1.739 -0.313 -2.030 0.10
```